# C45H120BF4O15

A 16-piece molecular cluster, C45H120BF4O15 overall (ωB97M-V/def2-TZVPD, OMol25).

The geometry in XYZ format:
```
185
Properties=species:S:1:pos:R:3
B -0.03813 0.22823 0.39594
F 1.08829 0.95357 -0.14150
F 0.39373 -0.18457 1.70445
F -1.11975 1.08046 0.45107
F -0.33896 -0.81454 -0.44877
C -4.40188 -6.42495 -0.94696
C -3.51485 -5.22654 -1.21973
C -4.07795 -4.23788 -2.19354
O -3.35866 -4.60235 0.04600
H -4.62966 -7.00828 -1.83495
H -5.30559 -6.06417 -0.48680
H -3.97854 -7.04285 -0.14591
H -2.52331 -5.57260 -1.51671
H -3.26563 -3.64707 -2.60504
H -4.89873 -3.65071 -1.77750
H -4.40472 -4.78369 -3.10050
H -2.53450 -4.06686 0.05799
C -5.76709 -1.10096 1.36680
C -4.28915 -0.72914 1.26481
C -3.71340 -1.26186 -0.02963
O -4.20861 0.68956 1.31523
H -6.33146 -0.86703 0.46947
H -6.23008 -0.62083 2.26215
H -5.88807 -2.14885 1.55889
H -3.78345 -1.13682 2.13924
H -2.64189 -1.08842 -0.18281
H -4.33789 -0.87546 -0.85964
H -3.86427 -2.32941 -0.10447
H -3.39873 1.09172 0.98704
C 3.18477 2.77019 5.04229
C 2.64428 4.16926 4.54807
C 2.94977 5.33785 5.48516
O 3.34174 4.41383 3.36406
H 2.71107 2.61924 6.02564
H 4.27983 2.81579 5.17917
H 3.01728 2.01664 4.24710
H 1.52727 4.07435 4.42728
H 4.00798 5.47964 5.41496
H 2.67410 5.19995 6.53045
H 2.32571 6.19757 5.18579
H 3.25212 3.70074 2.67890
C 2.95030 -1.04508 -4.35147
C 2.69094 -1.20627 -2.85843
C 2.40935 -2.63645 -2.42860
O 3.88309 -0.73229 -2.18900
H 3.26666 -0.04166 -4.53925
H 2.06919 -1.18025 -4.93235
H 3.63828 -1.76947 -4.68529
H 1.80880 -0.59627 -2.52128
H 1.46551 -3.00137 -2.82573
H 2.47867 -2.67309 -1.32228
H 3.21924 -3.29550 -2.83845
H 3.61906 -0.65949 -1.26629
C 2.87883 2.87621 -2.33386
C 3.99303 2.50469 -3.37342
C 4.76026 3.72129 -3.93232
O 4.96256 1.64630 -2.78366
H 1.97924 3.27132 -2.81546
H 3.27290 3.59651 -1.58962
H 2.60183 2.01078 -1.77846
H 3.48283 2.00201 -4.17277
H 4.06200 4.50742 -4.26372
H 5.27195 3.42992 -4.86239
H 5.39352 4.16889 -3.15698
H 4.62764 0.80482 -2.47863
C 1.00041 -3.51167 1.62807
C -0.50892 -3.82590 1.40994
C -1.38330 -3.18727 2.50008
O -0.95135 -3.55786 0.09686
H 1.15157 -2.42621 1.56805
H 1.47936 -3.91427 0.75799
H 1.39190 -3.84531 2.55949
H -0.63113 -4.91639 1.52264
H -2.42273 -3.52255 2.46055
H -1.36651 -2.11195 2.39926
H -0.97472 -3.48803 3.47878
H -0.69875 -2.67901 -0.22420
C 5.42244 2.15424 1.48329
C 4.17643 1.63411 0.75901
C 4.07853 0.15132 1.14982
O 3.05830 2.35094 1.25004
H 5.32143 2.00353 2.53789
H 5.62774 3.23589 1.28273
H 6.25925 1.56291 1.08719
H 4.15680 1.68484 -0.29990
H 5.03692 -0.34096 0.91600
H 3.23039 -0.29814 0.69929
H 3.99832 0.05916 2.25292
H 2.21706 1.92050 1.05963
C -2.33959 0.99511 -3.38432
C -0.94900 0.44752 -3.89952
C 0.21730 1.30468 -3.49591
O -0.72449 -0.87278 -3.49264
H -2.39007 2.02563 -3.72696
H -2.35534 0.95052 -2.29454
H -3.14504 0.38218 -3.74752
H -1.00634 0.39998 -4.99682
H 0.18004 2.30957 -3.96139
H 1.12819 0.87751 -3.89027
H 0.21629 1.37041 -2.44582
H -0.75663 -0.89911 -2.53072
C -1.64109 1.21374 4.01976
C -0.24205 1.17089 4.58438
C -0.30088 1.60185 6.11604
O 0.27736 -0.13537 4.54784
H -2.06166 2.21113 3.89900
H -2.27955 0.51073 4.57914
H -1.55614 0.76275 3.00252
H 0.44783 1.78511 3.98130
H -0.61808 2.65612 6.21473
H 0.63728 1.71839 6.65774
H -0.91604 0.96019 6.68025
H 0.21348 -0.47328 3.64085
C -0.91873 -4.84680 -3.76487
C -0.94931 -4.21141 -5.16792
C -2.32962 -3.67335 -5.62400
O -0.06108 -3.15102 -5.29626
H 0.12499 -5.13317 -3.46989
H -1.54869 -5.73321 -3.80377
H -1.31642 -4.16605 -3.01160
H -0.58808 -4.96410 -5.87335
H -2.98661 -4.52397 -5.70373
H -2.21604 -3.24068 -6.64139
H -2.68624 -2.88928 -4.94019
H -0.37604 -2.47867 -4.65514
C -4.62779 3.89097 -0.13153
C -4.82820 4.01504 1.35551
C -5.25387 5.40119 1.81780
O -5.82392 3.12200 1.75139
H -3.95770 4.68250 -0.46626
H -5.63096 4.06848 -0.54283
H -4.17140 2.95721 -0.41885
H -3.89183 3.71826 1.85712
H -5.62577 5.29667 2.84872
H -6.09616 5.75825 1.23582
H -4.44662 6.12014 1.80766
H -5.64179 2.19196 1.61121
C -1.70427 6.61612 -4.21718
C -2.42041 5.63160 -3.28431
C -3.72777 4.90250 -3.79484
O -1.47809 4.64107 -2.89386
H -1.14080 6.04818 -4.99893
H -0.99552 7.28145 -3.72328
H -2.41445 7.23615 -4.73684
H -2.63437 6.17938 -2.35930
H -4.13095 4.28461 -3.01106
H -3.51413 4.29961 -4.70453
H -4.50838 5.62652 -4.11451
H -1.47539 4.28398 -1.98027
C 1.65508 -7.01660 -1.03288
C 2.84218 -6.69880 -1.89403
C 3.93195 -5.89316 -1.15947
O 3.40904 -7.90615 -2.41554
H 0.98796 -7.74662 -1.46099
H 1.12924 -6.04653 -0.82930
H 1.99531 -7.44274 -0.11885
H 2.44575 -6.16472 -2.74528
H 3.51935 -4.94606 -0.72915
H 4.74602 -5.62736 -1.80013
H 4.31704 -6.55824 -0.42606
H 3.47867 -8.50946 -1.65080
C 1.38777 -3.43782 5.81067
C 2.51729 -2.42353 5.98457
C 3.46661 -2.30842 4.77181
O 1.98350 -1.24729 6.40376
H 0.74148 -2.98949 5.02258
H 0.79052 -3.59363 6.68897
H 1.71622 -4.42234 5.38214
H 3.17659 -2.73617 6.80454
H 3.84753 -3.28134 4.43856
H 4.28730 -1.60487 5.02519
H 2.88169 -1.92180 3.93760
H 1.31477 -0.86843 5.82537
C -0.39938 4.12109 1.98837
C -0.40940 4.52577 0.50296
C 0.93789 4.47572 -0.14363
O -1.34850 3.75825 -0.23260
H 0.24394 4.82986 2.50599
H -0.00372 3.15849 2.27715
H -1.45206 4.15039 2.26743
H -0.76753 5.55429 0.48979
H 0.76286 4.77086 -1.17490
H 1.25383 3.46202 -0.15742
H 1.70813 5.04007 0.38604
H -1.14641 2.84152 -0.14354
```

Total charge = -1
HOMO-LUMO gap = 0.3604 hartree

Löwdin atomic charge list, values in e, 6 entries: -1.2423 0.0796 0.0883 0.1505 0.1453 -0.0562